# 1
11
Properties=species:S:1:pos:R:3 method="wB97M-V/def2-TZVPD" relative_energy_kcal_mol=4.91 gap_ev=10.984 smiles="O=C1NCCO1" charge=0 total_energy_ha=-322.5665
O -1.6858 -1.9266 0.5060
C -0.9282 -1.0496 0.1915
N 0.3453 -0.8136 0.6792
C 0.6841 0.5622 0.3747
C -0.0052 0.6621 -0.9768
O -1.2066 -0.0889 -0.7423
H 0.5572 -1.2222 1.5766
H 0.1783 1.2619 1.0556
H 1.7582 0.7525 0.3841
H 0.5423 0.1727 -1.7901
H -0.2397 1.6895 -1.2585

# 2
11
Properties=species:S:1:pos:R:3 method="wB97M-V/def2-TZVPD" relative_energy_kcal_mol=38.37 s2=2.01 gap_ev="5.735 / 7.412" charge=0 total_energy_ha=-322.3225 multiplicity=3
C 1.2194 0.2890 -0.1424
C -0.0300 0.3039 0.5691
C -1.5072 0.0175 -0.3513
N 2.1771 -0.3811 0.3406
O -1.0820 1.2054 0.1884
O -2.5000 -0.6905 0.2035
H 1.2444 0.8650 -1.0784
H -0.0720 -0.0947 1.5688
H -1.3557 -0.1788 -1.3998
H 3.0392 -0.3554 -0.1922
H -2.7603 -0.2925 1.0460

# 3
13
Properties=species:S:1:pos:R:3 method="wB97M-V/def2-TZVPD" relative_energy_kcal_mol=28.88 gap_ev=8.440 smiles="CN(S)C(=S)C(=O)O" charge=0 total_energy_ha=-1118.9014
C -0.0423 -0.2831 1.7503
N -0.6618 -0.1587 0.4291
S -2.3410 -0.7001 0.5250
C -0.1140 0.1759 -0.7855
S -0.9544 0.2027 -2.2391
C 1.3566 0.5276 -0.7515
O 1.8919 0.9100 0.2720
O 1.9320 0.5599 -1.9551
H 1.0143 -0.6760 1.6370
H -0.0736 0.7454 2.2069
H -0.5710 -1.0167 2.3460
H -2.6263 -0.6733 -0.8248
H 1.1896 0.3865 -2.6103

# 4
12
Properties=species:S:1:pos:R:3 method="wB97M-V/def2-TZVPD" relative_energy_kcal_mol=0.00 gap_ev=4.890 smiles="C[C@@H](N[O-])C(=O)[O-]" charge=-2 total_energy_ha=-397.6458
C 0.9222 0.6160 -0.7683
C -0.2298 -0.1618 -0.1466
N 0.2971 -1.2057 0.7635
O 1.0836 -2.0449 0.0435
C -1.2244 0.8211 0.6679
O -0.8258 1.7798 1.3496
O -2.4170 0.4822 0.5978
H 0.6222 1.5685 -1.3171
H 1.7967 0.7297 -0.0288
H 1.3112 -0.1136 -1.4270
H -0.8510 -0.6806 -0.8728
H -0.4849 -1.7906 1.1382

# 5
12
Properties=species:S:1:pos:R:3 method="wB97M-V/def2-TZVPD" relative_energy_kcal_mol=112.20 gap_ev=10.515 smiles="O/N=C1/COCO1" charge=0 total_energy_ha=-397.6579
O 0.8601 2.1376 -1.7685
N 0.3891 0.7497 -1.6977
C 0.0155 0.1574 -0.6577
C -0.6387 -1.0907 -0.4647
O -1.0656 -1.0386 0.8861
C -0.1202 -0.3034 1.5070
O 0.3102 0.6841 0.6299
H 1.3415 2.3282 -0.9309
H -1.3810 -1.3653 -1.1705
H 0.2504 -1.8421 -0.5421
H 0.8517 -0.7495 1.9174
H -0.8130 0.3326 2.2918

# 6
12
Properties=species:S:1:pos:R:3 method="wB97M-V/def2-TZVPD" relative_energy_kcal_mol=103.94 gap_ev=9.900 smiles="O=C1COCON1" charge=0 total_energy_ha=-397.6710
O 0.3291 -2.4201 -0.8476
C 0.2281 -1.2645 -0.5846
C 0.9439 -0.6031 0.5809
O 0.9101 0.8253 0.4431
C -0.3140 1.4570 0.4044
O -0.9435 1.0294 -0.8498
N -0.8795 -0.3571 -1.0031
H 2.0651 -0.7452 0.4527
H 0.6101 -1.0374 1.4878
H -0.9376 1.1631 1.3639
H -0.4123 2.6114 0.3937
H -1.5996 -0.6589 -1.8413